# 1
{
  "formula": "C37H27F5LaN6OS",
  "method": "ωB97M-V/def2-TZVPD",
  "species": ["La", "S", "F", "F", "F", "F", "F", "O", "N", "N", "N", "N", "N", "N", "C", "C", "C", "C", "C", "C", "C", "C", "C", "C", "C", "C", "C", "C", "C", "C", "C", "C", "C", "C", "C", "C", "C", "C", "C", "C", "C", "C", "C", "C", "C", "C", "C", "C", "C", "C", "C", "H", "H", "H", "H", "H", "H", "H", "H", "H", "H", "H", "H", "H", "H", "H", "H", "H", "H", "H", "H", "H", "H", "H", "H", "H", "H", "H"],
  "positions_angstrom": [[-0.3405, -0.2738, -0.6649], [-2.7443, 1.2450, -0.4620], [-2.6805, 0.3662, 5.3583], [-2.3458, -1.2392, 0.9409], [-3.2783, 3.3021, 1.7480], [-2.2537, -1.6979, 3.6113], [-3.2087, 2.8421, 4.3913], [0.1518, -2.0179, 0.5595], [0.6187, -0.6334, 2.3518], [-1.8429, -1.1949, -2.6084], [0.1906, 2.3598, -0.3353], [2.3579, -0.0161, -1.3953], [0.4023, 0.4119, 1.4900], [0.2488, 0.4871, -3.0501], [-2.6637, -3.1224, -1.3607], [-1.9770, -0.2674, -3.5793], [0.3270, 2.7029, 0.9600], [1.6639, 1.5746, -4.6222], [1.2806, -5.3468, 2.8078], [-0.7415, 0.4684, -3.9514], [0.2298, 4.0262, 1.3782], [-2.8004, 1.0424, 1.2598], [-2.5781, -0.2160, 1.8140], [-0.0145, 5.0174, 0.4442], [-4.0853, -1.8909, -3.0166], [0.8565, -4.2534, 2.0718], [1.7499, -5.1697, 4.1013], [3.3963, -0.2917, -0.5946], [1.4335, 1.0216, -3.3678], [-4.2508, -0.8871, -3.9444], [3.6787, 1.6605, -2.4772], [-2.5228, -0.4748, 3.1647], [3.2825, -1.4002, 0.4030], [1.3616, -2.8045, 3.9304], [0.9434, 1.9343, 3.3379], [0.5550, 1.6150, 1.9304], [0.9003, -2.9746, 2.6242], [-2.7408, 0.5704, 4.0469], [1.7836, -3.8994, 4.6632], [-0.0515, 3.3235, -1.2183], [0.4978, -1.8222, 1.7890], [4.5985, 0.4136, -0.6771], [4.7278, 1.4237, -1.6031], [-0.5823, 1.0199, -5.2180], [-3.0078, 1.8353, 3.5438], [-3.1697, -0.0710, -4.2498], [-0.1545, 4.6623, -0.8863], [-2.8633, -2.0190, -2.3568], [-3.0468, 2.0628, 2.1787], [2.5216, 0.9080, -2.3642], [0.6352, 1.5856, -5.5477], [4.2393, -1.9066, 0.5209], [-1.6258, -3.1839, -1.0378], [0.7936, 1.9996, -6.5344], [-0.1904, 3.0070, -2.2461], [5.6392, 2.0028, -1.6686], [-2.9486, -4.0740, -1.8094], [1.1455, 1.0150, 3.8776], [-4.8905, -2.5745, -2.7840], [2.5400, -2.1308, 0.0973], [0.4846, -4.3727, 1.0628], [3.7632, 2.4318, -3.2284], [-0.3538, 5.3996, -1.6505], [-3.2994, -2.9708, -0.4884], [3.0008, -1.0040, 1.3813], [2.6355, 1.9560, -4.8953], [0.1401, 2.4678, 3.8503], [1.3765, -1.8117, 4.3558], [-5.1994, -0.7492, -4.4453], [1.2411, -6.3374, 2.3745], [1.8326, 2.5668, 3.3490], [-1.3734, 0.9693, -5.9503], [-0.0986, 6.0505, 0.7537], [-3.2665, 0.7085, -4.9911], [2.1356, -3.7656, 5.6774], [0.3245, 4.2775, 2.4243], [5.4148, 0.1526, -0.0182], [2.0915, -6.0221, 4.6739]],
  "total_energy_ev": -75077.0958,
  "charge": 1
}


# 2
{
  "formula": "C7H6BF3N3O6S",
  "method": "ωB97M-V/def2-TZVPD",
  "species": ["S", "F", "F", "F", "O", "O", "O", "O", "O", "O", "N", "N", "N", "C", "C", "C", "C", "C", "C", "C", "B", "H", "H", "H", "H", "H", "H"],
  "positions_angstrom": [[-3.1511, -0.6349, 3.6014], [-4.3577, -1.0477, 5.9418], [-5.0771, 0.7117, 4.8217], [-5.7819, -1.2947, 4.2814], [-0.0721, 4.0492, 6.2587], [-3.4706, 0.1415, 2.4495], [-2.7494, -2.0176, 3.5706], [1.3094, 0.3105, 8.1468], [-1.1226, 4.7181, 4.3113], [0.1094, -1.4417, 7.5707], [-0.8213, 3.7945, 5.0384], [0.4086, -0.1977, 7.4137], [0.3625, 2.8619, 6.8252], [-0.3022, 0.5099, 6.3798], [-1.8333, 0.3112, 4.3871], [-0.2355, 1.8711, 6.0294], [-0.8150, 2.4292, 4.9018], [-4.7293, -0.5896, 4.7228], [-1.6453, 1.6908, 3.9913], [-1.1813, -0.2298, 5.5479], [-2.3115, 2.8206, 1.6532], [-1.4982, 2.1148, 2.9363], [-3.4242, 2.5670, 1.7590], [-1.3045, -1.2093, 5.8267], [-1.9837, 3.8984, 1.8098], [-1.7308, 2.1856, 0.9112], [-2.7917, 2.3000, 3.7453]],
  "total_energy_ev": -43766.0334,
  "charge": -1
}


# 3
{
  "formula": "C4H6N2O",
  "method": "ωB97M-V/def2-TZVPD",
  "species": ["O", "N", "N", "C", "C", "C", "C", "H", "H", "H", "H", "H", "H"],
  "positions_angstrom": [[-1.0072, 0.6386, 1.5604], [0.6593, -0.3139, 0.1631], [-2.4407, 0.9696, -1.0098], [-1.3673, 0.3351, -0.8772], [-0.4932, -0.5469, -1.5385], [-0.4554, 0.2685, 0.5597], [1.7951, -0.2647, 1.0685], [-2.6425, 1.4984, -0.1540], [1.5232, -0.3301, 2.1280], [-0.7530, -1.5995, -1.5823], [2.4559, -1.1132, 0.8833], [2.4108, 0.6331, 0.9519], [0.3150, -0.1751, -2.1529]],
  "total_energy_ev": -9269.1536
}


Max |F| (computed, eV/A): 3.2, 6.9, 3.0
Frontier orbital gap (computed, eV): 6.520, 7.194, 8.164
HOMO energy (computed, eV): -9.886, -4.805, -9.005